This record from the Open Molecules 2025 dataset describes a cluster of 10 separate species, C52H127N11O10 in total at a distorted geometry. The level of theory is ωB97M-V/def2-TZVPD.

XYZ file:
```
200
Properties=species:S:1:pos:R:3:forces:R:3
O -6.9097 1.1651 -3.2939 1.69 0.43 0.80
O 2.6349 -0.0417 -1.0122 0.41 0.14 -0.39
O 9.3008 6.7018 0.6648 -0.79 -0.31 -1.58
O 0.8284 4.8045 4.7974 -0.90 1.95 0.95
O -3.5793 -7.2319 -1.9124 -1.43 -0.38 0.23
O 2.7981 7.2075 -2.2392 -0.28 1.59 3.33
O -1.1243 -2.8297 -9.5746 1.58 -0.10 -0.48
O -5.0401 0.1982 6.6331 1.59 -1.91 0.51
O 4.3091 -3.7681 -5.2269 -0.07 0.31 -0.23
O 3.3843 -4.6688 4.8159 0.03 0.09 0.64
N -4.9296 -6.8359 -2.2531 -0.30 1.40 -0.39
N 1.5510 4.8631 -3.2752 0.05 -1.14 1.23
N -0.0291 5.6776 5.5839 -0.88 0.88 0.75
N 0.5166 0.0884 -0.4585 -4.65 2.23 3.56
N -4.0275 1.4471 -3.2328 0.02 -0.95 -1.14
N -6.5436 1.2954 9.0718 -0.26 -0.06 0.74
N 6.3210 4.5986 1.2134 -1.97 0.97 0.14
N -2.0991 -3.0748 -6.0019 0.91 -1.30 0.37
N 4.4112 -4.1246 4.0458 0.54 0.57 -2.44
N 1.0347 -1.1167 -2.1554 1.14 -1.95 -2.77
N 2.4512 -6.0192 -4.9764 -0.06 1.48 1.54
C -7.8117 -6.2919 -2.3979 1.48 -1.16 0.16
C 3.9627 -1.8525 4.6396 0.68 0.08 0.38
C 5.0864 -2.9636 4.6142 0.06 -0.12 0.70
C 5.6121 -6.2678 4.2420 -0.98 -0.80 0.09
C 9.3152 7.9669 -0.0159 -0.74 0.25 1.48
C 6.2798 -2.4978 3.7357 0.37 -0.05 -0.87
C 2.8613 5.1863 -5.3086 1.10 0.32 0.89
C 0.0876 -2.4628 -10.2879 -0.74 0.07 0.01
C -1.6023 7.1320 7.4135 -1.56 -1.06 -0.63
C 5.7022 -3.3534 6.0556 -0.87 1.12 -1.54
C -1.1513 6.3277 4.8780 0.13 -0.26 -1.10
C 3.4906 -7.2821 -6.5343 2.43 0.00 -0.18
C -7.0345 -7.0037 -3.4757 0.75 -1.38 -0.29
C -6.6372 1.6781 7.6821 -0.80 -0.03 -0.16
C 7.1721 -3.6223 3.1779 -1.48 -0.51 0.40
C 2.5332 6.9526 -3.5346 0.31 0.85 -2.23
C -6.2847 1.8094 -2.1694 0.29 -0.03 -0.12
C -3.8611 0.0333 5.8374 -0.54 -0.43 -0.91
C 6.2684 -4.6826 2.4073 1.13 1.67 2.01
C 7.9141 6.3082 0.8741 0.93 0.27 0.07
C 3.7939 -6.1228 -5.5142 -2.16 -0.63 -2.22
C -6.8885 -5.3223 -1.7045 -0.95 -0.20 -0.44
C -4.7098 -4.8847 -0.8826 2.09 1.63 1.61
C -5.9998 -9.0565 -2.4022 -1.05 -1.30 1.29
C -5.3605 1.4985 6.9009 -0.85 1.71 -0.73
C 4.9881 -2.5713 -5.6050 0.97 -0.62 -1.52
C -5.8971 -6.7722 0.1656 1.14 -0.16 -0.57
C -0.1605 7.6329 7.3586 -0.68 -0.94 -2.53
C -4.9136 2.3385 -2.5373 1.17 1.38 0.71
C -3.5725 -2.7275 -7.7761 -0.75 -0.50 -2.01
C -5.6666 -7.7922 -3.0825 -1.41 1.86 -0.57
C -4.9594 3.6604 -3.2663 -1.19 0.81 -0.43
C 7.6868 4.8024 0.9188 1.55 -2.03 0.28
C 0.7242 6.5226 6.6747 -0.56 -3.36 0.41
C -1.0626 -2.4720 -8.2008 -0.45 -0.15 0.01
C -5.0218 -8.0910 -4.4173 1.07 -0.40 -0.61
C 0.8156 5.3493 7.7631 2.09 1.19 -0.27
C 4.0876 -5.8690 2.3064 -0.09 0.91 0.05
C 5.0771 -5.1595 3.2871 0.97 -1.78 -0.37
C 2.7151 5.5141 -3.7529 0.64 0.04 -3.68
C -8.2717 1.0425 -3.1126 -0.99 0.44 -0.43
C -0.7508 7.6036 3.9836 0.59 -0.80 0.95
C -2.1664 -3.2165 -7.4622 -0.47 1.65 0.53
C -7.1058 3.1298 7.6742 0.49 0.02 -2.14
C 4.3274 -4.8155 -6.2131 -0.01 -1.32 1.71
C 2.0231 7.1351 6.1151 -0.47 0.93 0.74
C -1.8083 5.2588 3.9440 1.10 0.46 -1.01
C -2.2256 6.7443 5.9623 2.47 1.69 -0.40
C 2.6785 8.6029 -1.8452 -0.28 -1.29 -0.36
C 7.9998 3.8488 -0.2926 0.22 2.15 -0.54
C -5.6318 -6.0123 -1.1515 0.86 -0.59 -0.94
C 1.4497 -0.3012 -1.2061 4.08 -0.59 -0.72
H -4.6515 2.1272 7.4396 0.97 -0.36 0.15
H -4.5527 -4.1534 -1.6754 -0.54 -0.08 -0.14
H -1.5555 8.0364 3.3893 -0.14 -0.38 -0.05
H -2.6889 5.6193 3.4122 -0.84 -0.04 1.07
H 4.7567 -6.7620 4.7027 -0.33 0.33 0.25
H -8.5202 0.4806 -2.2123 -0.17 0.02 0.13
H -0.2099 8.4768 6.6705 0.17 0.25 -0.12
H 6.0160 -7.1264 3.7055 0.67 0.31 -0.23
H -7.9826 -7.1197 -1.7097 -0.81 0.13 0.38
H -2.9177 -3.6434 -5.8384 -0.04 -0.05 1.40
H -1.8164 4.2544 4.3673 -0.73 0.27 0.44
H -6.8304 2.6728 -1.7890 -0.58 0.31 -0.52
H 6.0176 -4.1567 1.4862 -0.52 -0.35 -0.11
H -3.6924 -5.0706 -0.5384 0.31 -1.24 -0.56
H 3.3250 -6.4582 2.8157 0.20 -0.18 0.02
H -4.9509 -4.3917 0.0591 -1.07 0.62 -0.26
H -3.0552 -6.8097 -2.5970 0.05 0.18 -0.03
H 8.6791 8.5710 0.6311 -0.01 0.79 -0.14
H 4.2630 -7.4085 -7.2929 0.36 0.18 -0.15
H 1.5078 7.1776 -3.8279 -0.26 0.53 -0.11
H -0.3649 -0.3582 -0.6677 -0.23 0.73 1.03
H -5.2240 -9.8084 -2.2578 0.42 0.38 -0.10
H 1.2747 5.8532 8.6137 -0.36 -0.32 0.71
H -3.9654 4.0702 -3.4454 -0.01 -0.16 -0.17
H -7.4644 3.2943 6.6581 -0.06 0.59 -0.15
H -4.9780 -7.2747 -5.1383 0.02 0.33 0.32
H 7.1955 6.7634 0.1926 0.31 0.02 -0.85
H -4.0132 -8.4875 -4.3011 0.24 0.17 0.22
H -7.9403 3.3808 8.3289 0.24 -0.25 0.23
H 6.8988 -1.8231 4.3272 -0.03 -0.06 0.37
H -7.4310 1.0883 7.2237 0.02 -0.32 -0.04
H 1.5354 4.5674 7.5210 0.19 0.16 -0.59
H 2.5545 -5.2213 -4.3658 -0.77 0.25 0.66
H 0.1033 7.3655 3.3496 -0.16 -0.27 -0.39
H -3.0461 6.0393 5.8289 -0.03 0.15 1.03
H 5.9491 4.7435 0.2856 -1.33 -0.21 0.15
H 4.6052 -6.4481 1.5416 0.19 -0.37 0.40
H -2.2209 7.9095 7.8617 -0.17 0.08 -0.16
H -3.6847 -2.5186 -8.8399 -0.05 0.15 -0.19
H 1.6761 8.1099 5.7724 0.28 0.04 -0.71
H 7.7541 2.8057 -0.0931 0.89 0.00 0.50
H -6.2327 3.7647 7.8251 -0.18 0.36 0.29
H 0.1017 -1.3555 -2.4598 0.42 0.14 0.18
H -5.7812 1.8117 9.4868 0.86 -0.16 0.03
H 4.2121 -0.8012 4.4956 1.16 0.03 0.37
H -4.3236 2.6098 -1.6618 -0.65 -0.35 0.89
H 6.0013 -2.3871 6.4617 0.14 -0.23 0.55
H 4.9969 -2.4855 -6.6916 -0.46 0.09 -0.34
H -2.3228 -2.1584 -5.6410 -0.08 0.31 -0.43
H -0.3578 8.4177 4.5925 -0.23 0.01 0.33
H -3.5752 -1.0057 5.6738 -0.40 -0.36 1.05
H -8.6985 2.0455 -3.1129 -0.39 0.19 0.57
H -5.0530 -7.4568 0.2495 -0.32 -0.67 -0.06
H -6.7582 -6.4024 -4.3419 -0.29 0.32 0.11
H -6.3888 -8.7951 -1.4181 -0.02 -0.32 0.16
H 3.5298 9.1311 -2.2747 0.02 0.29 0.35
H 4.3714 -6.4167 -4.6378 0.67 -0.02 -0.51
H -3.9348 -1.8583 -7.2271 0.61 0.16 0.12
H -8.7388 0.5846 -3.9845 0.34 -0.42 0.01
H -7.7780 -7.7490 -3.7583 0.46 -0.41 -0.85
H 3.6598 5.2871 -3.2589 0.11 -0.57 0.10
H 1.3299 5.4692 4.3195 0.61 -0.24 -0.66
H 1.9588 3.9971 -2.9530 -0.84 -0.87 0.20
H 6.0857 3.6614 1.5073 0.19 -0.08 -0.09
H -5.5269 4.4259 -2.7371 0.06 0.05 0.40
H -6.8084 -9.5739 -2.9185 -0.05 -0.04 -0.15
H -6.2403 1.2093 -1.2606 0.09 -0.93 -0.28
H 7.8999 -3.2388 2.4627 0.14 0.11 0.27
H 2.6116 -4.5566 4.2574 -0.25 0.10 0.06
H -4.0962 0.2577 4.7970 -0.03 0.94 -0.18
H -0.1272 -2.7232 -7.7009 0.36 -0.19 -0.26
H -2.4759 7.7130 5.5297 -0.98 0.00 0.20
H -1.1859 -1.3907 -8.1400 -0.11 0.29 0.27
H 0.7373 0.6569 0.3466 -0.49 -0.22 -0.16
H -2.0366 -4.2842 -7.6391 -0.11 0.04 -0.34
H -6.8668 -7.2701 0.1682 0.20 -0.03 0.34
H 6.2277 -5.9685 5.0903 0.33 0.22 -0.43
H -5.6928 -6.1470 1.0348 -0.82 0.31 -0.03
H 8.8430 8.0089 -0.9974 0.17 -0.60 -0.24
H -1.7841 6.2570 8.0376 0.56 0.01 0.24
H 2.7416 7.4410 6.8756 -0.03 -0.43 0.43
H -8.7456 -5.9784 -2.8644 0.01 0.55 0.54
H -0.0713 -2.5497 -11.3627 -0.48 0.03 0.10
H 3.5233 -8.2355 -6.0070 -0.57 0.11 0.07
H 0.2372 8.0762 8.2716 0.11 -0.74 0.21
H -2.9516 0.5455 6.1513 -0.31 0.40 0.35
H 6.5648 -4.0082 5.9321 -0.01 0.18 -0.01
H 7.6613 -3.9928 4.0787 0.40 -0.75 -0.42
H 3.4573 -1.8760 5.6051 -0.55 -0.25 -0.30
H 7.3273 4.0361 -1.1297 -0.47 0.55 -0.04
H 3.7292 -4.5711 -7.0909 -0.12 0.14 -0.05
H -4.2929 1.5641 -4.2003 -0.34 -0.78 -0.57
H 4.9627 -3.8637 6.6727 -0.02 0.22 0.00
H -5.4920 1.9709 5.9274 -0.13 0.63 -0.25
H -0.0827 4.7710 7.9793 -0.27 0.86 -0.04
H 3.3343 -1.9602 3.7555 -0.40 -0.71 0.37
H 0.9643 -3.0841 -10.1045 -0.15 -0.33 0.64
H 4.6486 -1.6010 -5.2426 -0.65 -0.59 0.64
H 3.2547 7.4859 -4.1536 -0.06 0.42 -0.48
H 7.6174 6.7872 1.8073 -0.10 -0.51 0.49
H 3.5666 -5.1187 1.7116 -0.12 0.31 0.12
H 6.0577 -1.8764 2.8682 -1.03 0.03 0.00
H -3.1151 1.8766 -3.2902 0.37 0.07 0.58
H 6.9198 -5.5345 2.2121 -0.34 -0.11 -0.34
H 2.5795 -7.1454 -7.1167 -0.18 0.14 0.51
H 5.3264 -5.1328 -6.5123 0.45 0.68 -0.21
H -7.2847 1.9070 9.3830 -0.60 -0.76 1.20
H -7.4321 -4.8623 -0.8793 0.31 0.31 0.18
H 10.2925 8.4492 -0.0353 0.14 -0.59 0.02
H 6.0611 -2.6400 -5.4255 0.15 -0.15 0.65
H -1.2644 5.0778 3.0169 1.08 0.20 0.12
H 8.2344 4.3819 1.7621 0.48 0.26 0.10
H 2.1140 5.5704 -6.0028 -0.49 0.05 0.58
H -5.5318 3.5587 -4.1883 0.32 -0.09 -0.44
H 1.8735 -1.4925 -2.5741 -0.68 -0.48 -0.75
H 8.9541 4.1380 -0.7328 0.50 -0.96 0.24
H -5.5116 -8.9037 -4.9538 -0.51 -0.02 0.24
H 0.3647 -1.4306 -10.0738 -0.06 0.15 0.09
H 1.7745 -5.7244 -5.6657 0.00 -0.03 -0.36
H -4.3194 -3.4993 -7.5898 0.05 -0.24 0.20
H 2.5867 8.6324 -0.7594 0.67 -0.04 -0.06
H 2.6116 6.6353 5.3457 -0.41 -0.32 0.05
H 3.7973 5.6156 -5.6660 0.24 0.12 0.04
H -6.6157 -4.5663 -2.4408 0.20 0.21 0.19
H 2.9766 4.1171 -5.4859 -0.27 -0.10 0.22
H 1.3558 5.3545 -2.4147 -0.55 -0.10 0.50
H 1.7470 9.0561 -2.1840 -0.10 -0.11 -0.49
```
Forces are in eV/Å.

Properties
Highest occupied orbital energy (eV): -7.7
ΔE to the lowest compared entry with this formula, charge and spin (kcal/mol): 148.0
Charge: 0
E (eV): -92834.8836
Orbital gap (eV): 7.71
Strongest force on any atom (eV/Å): 6.262
LUMO level (eV): -0.023